Entry from OMol25: 13 unconnected molecules or ions with the total composition C44H99N3O38P8 (ωB97M-V with the def2-TZVPD basis set).

Results
Kohn-Sham gap: 8.4 eV
LUMO energy: 0.216 eV
largest force on an atom: 4.2 eV/A
net charge: 0
E: -7490.8652 Ha
2S+1: 1
HOMO: -8.16 eV

```
192
Properties=species:S:1:pos:R:3:forces:R:3
C 3.75791 -3.39480 -3.84436 0.060 0.888 1.532
C 4.23064 -2.01717 -3.35472 0.456 -0.153 -0.338
C 4.76552 -1.94090 -1.87785 0.445 -0.317 -1.860
O 6.08259 -1.39948 -2.03826 0.010 -0.169 -0.579
C 6.40820 -1.28423 -3.34247 -0.310 0.714 -0.865
O 7.47912 -0.92504 -3.73829 -0.555 -0.325 0.272
O 5.32951 -1.53979 -4.18255 0.849 -0.227 1.879
H 4.56089 -4.11539 -3.96093 0.149 0.105 -0.278
H 3.07932 -3.33631 -4.67255 0.095 -0.020 -0.663
H 3.15364 -3.73216 -3.01702 -0.414 -0.531 0.351
H 3.45486 -1.27384 -3.44661 -0.457 0.140 -0.175
H 4.89622 -2.94112 -1.47936 -0.309 -0.048 0.441
H 4.16703 -1.26249 -1.29017 -0.063 -0.082 0.445
C -6.81446 -4.37126 -2.19313 1.120 -0.990 -0.359
C -5.74470 -4.11052 -3.28160 0.964 -1.668 1.679
C -4.26471 -4.34825 -2.72767 -2.020 0.491 -0.863
O -3.70865 -5.16767 -3.71922 0.525 -0.799 -0.761
C -4.64220 -5.67203 -4.60044 0.956 0.792 1.571
O -4.35927 -6.44901 -5.44611 -0.442 -0.075 -0.326
O -5.83576 -5.15083 -4.29126 -0.637 0.147 -0.268
H -6.87799 -3.56650 -1.45772 -0.098 -0.010 -0.302
H -6.54490 -5.31959 -1.65717 -0.087 0.823 -0.379
H -7.74103 -4.60128 -2.69148 -0.619 0.343 -0.011
H -5.82534 -3.16627 -3.78098 -0.122 0.473 -0.178
H -4.28792 -4.85856 -1.75823 0.131 0.126 -0.156
H -3.75675 -3.39895 -2.72584 0.368 0.198 0.325
C -5.92296 1.13105 -0.13856 0.052 -0.299 -0.701
O -4.84184 0.58418 -0.95098 -0.289 1.070 0.602
P -5.04580 -0.81566 -1.55596 1.826 -1.664 -3.410
O -4.04423 -1.11866 -2.62994 -0.551 0.650 1.172
O -6.49600 -0.93112 -2.08507 -1.885 -0.194 0.718
C -6.95141 -0.75640 -3.41003 -0.021 -0.164 0.390
O -5.12679 -1.90235 -0.45162 0.885 -1.063 2.054
C -3.77234 -2.24313 0.13471 -1.160 1.837 -0.711
H -6.84567 1.18837 -0.75649 0.461 -0.343 0.624
H -5.62131 2.13773 0.07514 0.219 0.325 0.403
H -5.98849 0.47100 0.72949 -0.487 0.418 0.048
H -7.08292 0.28501 -3.56793 -0.560 0.929 -0.383
H -7.84236 -1.34852 -3.61954 -0.079 0.198 0.476
H -6.19103 -1.09291 -4.04627 1.152 -0.410 -1.216
H -3.27988 -2.76575 -0.62905 0.932 -0.666 -0.898
H -3.83310 -2.86969 1.00635 -0.549 0.174 0.417
H -3.29381 -1.26303 0.26907 0.262 -0.636 0.533
C 6.64607 -1.01224 3.25867 -0.485 -1.343 -0.806
O 7.01507 -0.05595 2.27091 1.019 -0.300 0.025
P 5.94541 0.54358 1.30932 -0.096 0.326 -0.063
O 4.68977 -0.20339 1.29132 -0.565 -0.009 -0.240
O 5.87500 2.04167 1.80636 0.498 -0.190 0.736
C 4.90154 2.93237 1.32685 -0.183 1.792 -0.641
O 6.60373 0.63214 -0.09352 0.466 -0.289 -0.568
C 7.97275 1.00547 -0.39905 -0.754 -0.820 -0.526
H 6.45960 -0.48399 4.15005 -0.875 0.553 1.136
H 7.44857 -1.68958 3.50793 0.737 0.046 -0.462
H 5.82710 -1.67432 2.88930 0.366 0.878 0.551
H 3.91065 2.61198 1.59267 -0.515 -0.342 0.008
H 4.95891 3.03639 0.21515 -0.033 0.011 0.791
H 5.04981 3.94367 1.81810 0.100 -1.215 -0.634
H 8.13327 0.65640 -1.43654 0.069 0.097 0.645
H 8.66422 0.53736 0.30436 -0.078 0.099 -0.138
H 8.00752 2.07275 -0.36720 0.368 0.734 0.118
C 3.10395 -0.88435 -6.36050 1.606 0.617 -0.272
O 2.45813 -0.37530 -7.51604 -1.659 0.787 -0.446
P 1.01831 0.34264 -7.46739 -0.075 -0.046 -0.904
O 0.67918 1.06818 -8.72765 0.654 -0.794 1.788
O -0.10515 -0.71977 -7.04629 -0.533 -0.674 -1.671
C -0.85147 -1.41261 -8.19658 1.397 1.073 1.863
O 1.08914 1.13669 -6.07191 -0.502 0.324 -0.831
C -0.11211 1.90315 -5.77245 -0.220 -0.805 1.167
H 2.73494 -1.85176 -6.08837 -0.630 -0.284 0.402
H 3.13837 -0.12371 -5.57545 -0.335 -0.403 0.163
H 4.14835 -1.03629 -6.66086 -0.224 0.012 0.058
H -0.10218 -1.88341 -8.79044 0.379 -0.572 -0.461
H -1.36586 -0.68554 -8.79495 -0.328 0.388 0.004
H -1.48185 -2.11524 -7.68713 -0.327 -0.235 0.008
H -1.00722 1.23718 -5.59765 1.116 0.558 -0.095
H -0.34959 2.60215 -6.54727 0.035 0.335 -0.626
H 0.15649 2.45004 -4.86341 -0.362 -0.110 -0.085
C -1.35331 5.07718 -1.61366 0.458 -1.018 0.748
O -2.14003 4.31706 -2.56134 1.008 0.773 -0.037
P -3.68446 4.28164 -2.34014 -0.889 -3.039 0.797
O -4.16903 3.53319 -1.15170 0.529 0.733 -0.710
O -4.24506 5.71171 -2.33243 -0.361 1.868 -0.796
C -4.16395 6.56088 -3.50667 -0.358 -0.161 -0.177
O -4.10190 3.62657 -3.72608 -0.156 1.212 0.507
C -4.79781 2.39819 -3.71857 0.784 -1.701 -0.619
H -1.36010 4.54662 -0.65121 0.123 0.073 -0.258
H -1.77998 6.04314 -1.43872 -0.209 0.736 -0.186
H -0.30997 5.14186 -1.94783 -0.498 -0.059 -0.165
H -3.18150 6.55068 -3.95802 0.267 -0.633 -0.270
H -4.23683 7.56136 -3.14245 -0.577 0.656 0.285
H -4.96651 6.33127 -4.24978 0.724 0.043 0.758
H -5.23733 2.31453 -4.71545 -0.515 0.116 0.324
H -5.51543 2.26549 -2.87070 0.714 0.233 -0.816
H -3.99295 1.61551 -3.74039 -1.002 0.211 0.587
C -0.27489 -1.89137 -2.60141 2.077 -2.192 1.459
O 0.20466 -0.77823 -1.87085 -0.412 0.655 0.262
P -0.08278 -0.75367 -0.30184 2.113 -1.285 -0.839
O -0.62085 -1.95544 0.32591 0.181 -0.895 0.270
O 1.40267 -0.33004 0.13389 -1.551 -0.190 0.910
C 1.52187 -0.05999 1.57312 -0.350 0.560 0.100
O -1.10474 0.36744 -0.06994 -0.466 1.337 0.208
C -1.55618 1.21334 -1.09785 -1.677 2.679 0.215
H -1.30964 -1.95045 -2.72468 -1.830 0.276 0.086
H 0.09704 -2.79023 -2.01718 -0.735 0.599 -0.965
H 0.18150 -1.91874 -3.56001 0.534 0.307 -0.825
H 0.91301 -0.66931 2.27041 -0.172 -0.060 -0.916
H 1.23034 0.99861 1.71961 0.656 -0.632 0.141
H 2.53998 -0.29336 1.81929 0.443 0.513 -0.005
H -2.17776 1.99582 -0.59199 0.322 -0.732 -0.335
H -2.21004 0.75252 -1.82981 0.065 -0.637 0.043
H -0.81149 1.80216 -1.61568 0.780 -0.319 -0.011
C -3.65566 4.65947 1.73875 1.287 -2.103 0.642
O -3.23976 4.71605 3.15041 -1.013 0.732 -2.024
P -2.44760 3.61386 3.89769 0.179 1.327 -0.272
O -1.09808 4.03094 4.29445 0.624 -0.428 0.287
O -3.44337 3.41735 5.07642 0.149 -1.203 0.826
C -3.05504 2.50303 6.13158 -0.260 0.018 0.792
O -2.52183 2.40686 2.91929 0.530 -2.359 -0.433
C -1.69226 1.20034 3.14888 -0.634 0.051 0.829
H -4.58100 5.12253 1.58695 -1.414 0.680 0.318
H -3.68290 3.61855 1.34804 -0.180 0.668 0.596
H -2.93518 5.14249 1.13285 0.915 0.757 -0.393
H -2.24817 2.93820 6.75934 -0.389 -0.306 -0.589
H -2.83696 1.45370 5.83986 0.128 0.836 -0.297
H -3.96521 2.45565 6.71085 -0.056 -0.110 0.495
H -0.70026 1.51171 3.41336 0.404 0.167 0.250
H -1.60706 0.57115 2.28373 -0.419 0.296 -0.902
H -2.10921 0.54111 3.93913 0.087 0.769 -0.209
C -4.84132 -1.55043 4.37216 -0.951 1.873 0.243
O -4.30809 -2.52671 5.24946 1.916 0.479 0.416
P -2.75655 -2.21739 5.61309 -0.709 0.900 1.540
O -2.38348 -0.81302 5.89830 -0.662 -0.892 0.353
O -2.44752 -3.25220 6.76238 0.245 0.633 0.259
C -2.61297 -4.66069 6.64716 0.311 -0.392 2.094
O -1.99447 -2.73353 4.39297 -0.582 -1.515 -1.497
C -0.64122 -2.58171 4.15369 2.551 1.129 -1.377
H -4.37557 -1.52733 3.39992 0.359 -0.381 -0.394
H -4.75494 -0.48261 4.76656 -0.101 -1.465 -0.139
H -5.88862 -1.80100 4.26280 -0.170 0.072 -0.105
H -3.65701 -4.87459 6.78836 -0.416 -0.329 0.245
H -1.97862 -5.18441 7.43815 -0.934 0.963 -0.911
H -2.32464 -5.04152 5.71550 0.577 -0.296 -1.576
H 0.07635 -2.98009 4.89409 -0.866 -0.058 0.112
H -0.35909 -1.49879 4.03762 -0.435 -0.855 0.120
H -0.42648 -3.08639 3.19293 -0.118 0.294 0.448
C 3.42712 -2.98892 2.38689 -0.668 -0.847 0.192
O 4.34764 -3.57401 3.32332 1.118 1.048 -0.150
P 4.06473 -4.60036 4.45555 0.008 0.878 1.012
O 3.97422 -6.00223 4.12125 0.100 -0.850 -0.299
O 2.72465 -3.98634 5.08087 0.457 0.109 -0.105
C 1.98105 -4.84810 5.90164 -0.907 -2.052 -0.588
O 5.19330 -4.31638 5.55889 -0.704 -1.224 -0.648
C 5.38053 -3.08591 6.17659 0.625 1.275 1.393
H 2.63944 -2.46048 2.93459 0.227 0.038 -0.186
H 3.01220 -3.83452 1.86321 -0.571 -0.125 -0.402
H 3.91897 -2.35467 1.65134 0.355 0.111 0.528
H 2.29083 -4.93715 6.92223 0.864 0.108 0.523
H 1.85265 -5.87956 5.46322 0.595 0.984 0.334
H 0.99916 -4.47495 5.94184 -1.319 0.746 0.059
H 6.42834 -2.87712 6.17999 1.013 -0.127 -0.033
H 5.12003 -2.99296 7.27904 -0.443 -0.593 -1.447
H 4.99603 -2.27295 5.59378 -0.865 0.480 -0.129
N 1.18978 2.23097 4.87308 0.806 -2.667 -0.403
C 2.37241 2.04433 4.16240 0.683 0.054 0.076
C 2.85844 0.78071 4.31532 -0.801 -1.015 0.818
C 1.88182 0.04722 5.11280 -0.096 1.714 -0.853
C 0.85771 0.93876 5.38525 1.092 0.248 -0.264
H 0.53160 2.96080 4.64325 -0.371 0.257 0.280
H 2.93912 2.75999 3.57284 -0.797 0.505 0.365
H 3.78118 0.37299 3.90440 -0.294 0.290 0.043
H 1.88469 -0.99792 5.37083 0.097 -0.051 0.171
H -0.02056 0.64404 5.93874 -0.296 0.714 -0.032
N 1.55216 5.37832 1.07769 -1.002 3.031 1.915
C 2.16188 4.75796 0.05244 0.530 -1.498 -0.795
C 1.56886 3.49375 -0.05079 0.251 -0.060 -0.461
C 0.57529 3.42239 0.92741 -1.168 0.734 1.916
C 0.50079 4.66517 1.61673 1.457 -2.488 -1.635
H 1.77610 6.32514 1.47034 -0.135 -1.483 -1.004
H 3.02812 5.16537 -0.48439 -0.657 -0.068 0.377
H 1.74299 2.65682 -0.73756 0.442 0.732 0.232
H 0.05581 2.51395 1.27768 -0.053 0.775 -0.669
H -0.11357 4.91684 2.46269 0.262 0.395 0.119
N 3.33922 2.52106 -4.13763 -0.446 -0.758 0.985
C 2.84684 1.66221 -3.16418 1.307 0.198 0.797
C 3.85508 1.55175 -2.19784 -0.041 -0.427 -0.519
C 4.99631 2.26905 -2.67412 -0.751 0.586 -0.099
C 4.60927 2.92093 -3.83408 0.173 -0.422 0.174
H 2.81230 2.77239 -4.94154 -0.134 0.175 -0.551
H 1.89530 1.13648 -3.21481 0.181 0.454 -0.143
H 3.83911 1.01290 -1.23988 -0.235 0.107 -0.678
H 5.95986 2.32187 -2.18747 -0.130 0.128 -0.061
H 5.11619 3.64083 -4.46408 0.032 -0.280 0.083
```
Positions in Å, forces in eV/Å.